Density functional theory data (ωB97M-V with the def2-TZVPD basis set) for a structure of composition C2H4ClFeO8S at a distorted geometry.

Values from the calculation:
⟨S²⟩: 6.014
Multiplicity: 5
Charge: +1
Orbital gap (alpha / beta) (Eh): 0.177 / 0.141

CARTESIAN COORDINATES (ANGSTROEM)
Fe -3.656 0.007 -1.186
Cl -3.262 -0.225 2.009
O -4.539 -0.831 1.572
O -3.446 0.856 2.905
O -2.522 -1.257 2.487
O -2.605 0.293 0.848
C 0.689 -0.009 -0.480
C 2.017 -0.256 0.285
O 2.996 0.352 -0.376
S 2.651 0.582 -1.968
O 2.728 -0.671 -2.720
O 3.301 1.821 -2.488
O 1.045 0.853 -1.496
H -0.058 0.572 0.061
H 0.274 -0.874 -0.997
H 2.345 -1.294 0.221
H 2.043 0.080 1.322


Density functional theory data (ωB97M-V with the def2-TZVPD basis set) for a structure of composition C4H14FInO3S at a distorted geometry.

Values from the calculation:
Charge: +2
Orbital gap (Eh): 0.116

CARTESIAN COORDINATES (ANGSTROEM)
In -14.960 -20.221 -17.424
F -15.158 -20.478 -20.244
C -15.740 -19.020 -23.194
O -15.714 -18.498 -21.911
H -16.169 -20.033 -23.167
H -16.234 -18.338 -23.878
H -14.692 -19.265 -23.491
H -15.573 -19.195 -21.237
C -13.273 -22.547 -21.911
O -14.015 -22.667 -20.721
H -13.075 -23.576 -22.211
H -13.842 -22.170 -22.768
H -12.318 -22.018 -21.803
H -14.461 -21.810 -20.526
C -12.879 -16.738 -20.826
S -12.044 -18.028 -19.838
O -12.935 -18.460 -18.721
C -11.895 -19.396 -20.962
H -13.570 -17.229 -21.502
H -12.148 -16.107 -21.327
H -13.458 -16.136 -20.124
H -11.560 -20.319 -20.485
H -11.266 -19.239 -21.838
H -12.928 -19.657 -21.254


Density functional theory data (ωB97M-V with the def2-TZVPD basis set) for a cluster of 2 separate species, C4H15N3O in total at a distorted geometry.

Values from the calculation:
⟨S²⟩: 0.770
Multiplicity: 2
Charge: +3
Orbital gap (alpha / beta) (Eh): 0.350 / 0.248

CARTESIAN COORDINATES (ANGSTROEM)
C 0.582 1.010 1.034
C -0.283 0.974 -0.198
C -1.083 -0.149 -0.511
C -2.483 -0.138 -0.658
N -3.074 -1.180 -1.424
N -0.387 -1.445 -0.589
N 2.021 1.439 1.078
H 0.119 1.890 1.526
H 0.410 0.168 1.549
H 0.502 1.244 -1.178
H -1.123 1.802 -0.175
H -2.926 0.384 0.143
H -3.649 -1.849 -0.928
H -3.765 -0.779 -2.111
H -2.311 -1.525 -2.120
H 0.619 -1.590 -0.391
H -0.945 -2.095 -0.004
H 2.722 0.606 1.471
H 2.194 2.296 1.600
H 2.301 1.686 0.143
H 3.414 -1.435 1.189
H 3.665 -0.791 -0.239
O 3.483 -0.523 0.794


Density functional theory data (ωB97M-V with the def2-TZVPD basis set) for a structure of composition C15H36ClN4O7 at a distorted geometry.

Values from the calculation:
Charge: -1
Orbital gap (Eh): 0.287

CARTESIAN COORDINATES (ANGSTROEM)
Cl 0.300 0.460 -0.709
O 0.717 -0.905 -0.763
O -1.090 0.682 -1.080
O 0.483 0.974 0.587
O 1.094 1.167 -1.685
C -0.052 -2.557 2.122
C -0.329 -1.018 2.132
N -1.719 -0.617 2.151
C -1.848 0.847 2.508
C -1.625 1.245 3.957
C -2.268 -0.886 0.792
C -3.793 -1.161 0.908
H 0.952 -2.818 2.456
H -0.148 -3.091 1.177
H -0.678 -3.095 2.834
H 0.136 -0.624 3.036
H 0.292 -0.536 1.377
H -1.155 1.401 1.875
H -2.879 1.163 2.351
H -2.336 0.775 4.637
H -0.636 0.949 4.309
H -1.743 2.324 4.051
H -1.804 -1.764 0.344
H -1.997 -0.007 0.207
H -3.888 -2.012 1.583
H -4.213 -1.406 -0.067
H -4.352 -0.325 1.329
C 3.491 -0.674 -1.379
O 4.265 -1.142 -2.235
N 3.492 -1.007 -0.089
C 4.352 -2.058 0.430
C 2.393 -0.526 0.723
H 2.758 0.093 -1.673
H 5.244 -2.176 -0.185
H 3.785 -2.989 0.451
H 4.642 -1.742 1.432
H 1.908 0.346 0.285
H 1.682 -1.345 0.829
H 2.740 -0.189 1.700
C -0.254 -0.605 -3.255
O -1.419 -0.818 -3.565
N 0.797 -1.164 -3.783
C 0.589 -2.134 -4.848
C 2.068 -1.040 -3.113
H -0.092 0.087 -2.414
H -0.436 -2.202 -5.214
H 0.722 -3.173 -4.549
H 1.348 -1.965 -5.612
H 2.883 -0.904 -3.824
H 2.135 -0.059 -2.641
H 2.371 -1.823 -2.418
C -1.960 1.994 0.628
O -3.141 1.795 0.896
N -1.479 3.169 0.219
C -0.045 3.368 -0.050
C -2.311 4.383 0.160
H -1.185 1.214 0.580
H 0.019 3.894 -1.002
H 0.385 2.370 -0.136
H 0.455 3.872 0.778
H -2.205 4.822 -0.832
H -3.360 4.120 0.300
H -2.057 5.040 0.992


Density functional theory data (ωB97M-V with the def2-TZVPD basis set) for a cluster of 2 separate species, C5H10O2 in total at a distorted geometry.

Values from the calculation:
Orbital gap (Eh): 0.330
SMILES: C/C=C/C=C/O.O

CARTESIAN COORDINATES (ANGSTROEM)
C 2.305 -0.604 -1.641
C 1.111 -0.538 -0.759
C 0.830 0.409 0.136
C -0.365 0.403 0.978
C -0.711 1.434 1.744
O -1.809 1.513 2.528
H 3.158 -1.146 -1.207
H 2.100 -1.093 -2.588
H 2.746 0.374 -1.877
H 0.379 -1.333 -0.882
H 1.455 1.290 0.280
H -0.956 -0.502 1.032
H -0.148 2.357 1.785
H -2.359 0.715 2.489
O -2.919 -1.238 -0.760
H -2.229 -1.676 -0.259
H -2.588 -0.365 -1.000


Density functional theory data (ωB97M-V with the def2-TZVPD basis set) for a structure of composition CH2LiOSm at a distorted geometry.

Values from the calculation:
⟨S²⟩: 12.020
Multiplicity: 7
Charge: +1
Orbital gap (alpha / beta) (Eh): 0.173 / 0.178

CARTESIAN COORDINATES (ANGSTROEM)
C 0.419 -0.262 -0.404
O -0.209 0.747 -0.740
H 0.238 -1.343 -0.421
Sm 2.694 0.305 0.945
Li -1.812 1.129 0.299
H -1.330 -0.576 0.320


Density functional theory data (ωB97M-V with the def2-TZVPD basis set) for a structure of composition C28H14Br2F7PS5Ta at a distorted geometry.

Values from the calculation:
⟨S²⟩: 0.766
Multiplicity: 2
Orbital gap (alpha / beta) (Eh): 0.217 / 0.243

CARTESIAN COORDINATES (ANGSTROEM)
Ta -0.425 0.649 0.415
F 2.970 -5.943 -2.651
C 2.693 -4.782 -2.074
C 3.648 -4.132 -1.328
F 4.857 -4.667 -1.181
C 3.345 -2.923 -0.739
F 4.346 -2.366 -0.054
C 2.093 -2.316 -0.846
P 1.836 -0.760 0.134
C 2.430 -1.226 1.799
C 1.473 -1.818 2.616
C 1.795 -2.230 3.900
C 3.077 -2.031 4.388
C 4.039 -1.438 3.581
C 3.725 -1.046 2.289
C 3.074 0.331 -0.658
C 3.753 1.321 0.051
C 4.614 2.188 -0.608
C 4.789 2.089 -1.981
C 4.089 1.127 -2.696
C 3.236 0.253 -2.038
C 1.156 -2.982 -1.648
Br -0.522 -2.290 -2.105
C 1.455 -4.198 -2.236
F 0.572 -4.840 -2.999
H 0.466 -1.971 2.251
H 1.036 -2.691 4.520
H 3.329 -2.340 5.395
H 5.047 -1.292 3.951
H 4.499 -0.624 1.669
H 3.594 1.438 1.114
H 5.138 2.950 -0.046
H 5.460 2.766 -2.494
H 4.205 1.055 -3.770
H 2.688 -0.488 -2.609
S 1.050 2.626 0.251
S -0.932 3.083 0.078
S -1.358 2.782 -1.948
S -0.811 0.782 -1.993
F -7.558 5.207 -1.050
C -8.006 3.975 -0.755
F -8.719 3.556 -1.813
F -8.848 4.090 0.280
C -6.866 3.038 -0.460
C -5.962 2.755 -1.477
C -4.910 1.894 -1.239
C -4.759 1.313 0.023
C -5.664 1.607 1.039
C -6.722 2.471 0.795
C -3.674 0.405 0.272
C -2.714 -0.290 0.501
H -6.083 3.215 -2.450
H -4.189 1.672 -2.015
H -5.530 1.162 2.016
H -7.427 2.705 1.581
S -1.745 -2.655 1.326
C -1.549 -1.132 0.788
Br -0.603 0.968 2.939


Density functional theory data (ωB97M-V with the def2-TZVPD basis set) for an isolated molecule of C3H6N2S2 at a distorted geometry.

Values from the calculation:
Orbital gap (Eh): 0.303
SMILES: [H]/N=C(\N)C(=S)SC

CARTESIAN COORDINATES (ANGSTROEM)
H -0.252 2.095 -0.774
N 0.013 1.151 -0.861
C -0.800 0.392 -0.239
N -1.901 0.754 0.484
C -0.582 -1.140 -0.248
S -1.843 -2.193 -0.253
S 0.991 -1.839 -0.108
C 2.142 -0.396 0.190
H -2.226 1.730 0.452
H -2.611 0.031 0.634
H 3.056 -0.945 0.592
H 2.365 0.079 -0.788
H 1.649 0.280 0.919


Density functional theory data (ωB97M-V with the def2-TZVPD basis set) for an isolated molecule of C4H3N3O at a distorted geometry.

Values from the calculation:
Orbital gap (Eh): 0.359
SMILES: N#CC1=NN=C[C@@H]1O

CARTESIAN COORDINATES (ANGSTROEM)
N 2.964 -0.104 0.056
C 1.808 -0.246 0.018
C 0.392 -0.364 0.049
N -0.210 -1.462 -0.229
N -1.617 -1.243 -0.122
C -1.835 -0.003 0.164
C -0.548 0.770 0.403
O -0.474 1.867 -0.425
H -2.816 0.377 0.325
H -0.500 0.988 1.470
H 0.248 2.414 -0.132


Density functional theory data (ωB97M-V with the def2-TZVPD basis set) for a cluster of 2 separate species, C34H56NO4Si2 in total at a distorted geometry.

Values from the calculation:
Charge: +1
Orbital gap (Eh): 0.164

CARTESIAN COORDINATES (ANGSTROEM)
C 4.348 -3.882 0.963
O 3.380 -2.893 1.255
C 2.154 -3.428 1.408
O 1.917 -4.602 1.167
C 1.134 -2.408 1.850
C 0.636 -2.541 3.265
C -0.222 -1.336 3.606
C 0.432 -0.156 3.888
N -1.555 -1.436 3.181
O -2.484 -1.659 4.255
Si -3.176 -0.121 4.704
C -5.013 -0.400 4.562
C -2.661 0.211 6.461
C -2.540 1.073 3.413
O -1.682 -2.508 2.326
Si -2.705 -3.900 2.597
C -4.442 -3.396 2.145
C -1.811 -5.099 1.463
C -2.465 -4.442 4.363
H 5.314 -3.419 1.117
H 4.228 -4.741 1.621
H 4.252 -4.226 -0.067
H 1.536 -1.403 1.703
H 0.277 -2.539 1.197
H 0.114 -3.492 3.409
H 1.503 -2.548 3.940
H -0.107 0.713 4.230
H 1.529 -0.194 3.953
H -5.504 0.576 4.712
H -5.298 -0.790 3.574
H -5.375 -1.099 5.334
H -3.045 1.195 6.771
H -3.060 -0.548 7.152
H -1.566 0.221 6.549
H -3.206 1.949 3.374
H -1.523 1.457 3.552
H -2.558 0.534 2.451
H -5.084 -4.284 2.045
H -4.903 -2.752 2.905
H -4.469 -2.862 1.184
H -2.120 -6.134 1.671
H -2.026 -4.892 0.405
H -0.716 -5.043 1.592
H -2.781 -5.492 4.444
H -1.412 -4.394 4.662
H -3.061 -3.861 5.077
C 2.383 7.158 -1.703
C 2.174 5.691 -1.467
C 3.072 4.756 -1.979
C 2.939 3.391 -1.724
C 3.997 2.507 -2.337
C 1.855 2.928 -0.943
C 1.684 1.450 -0.602
C 2.779 0.940 0.351
C 1.510 0.546 -1.855
C 0.302 0.837 -2.650
C 0.074 0.462 -3.987
C -0.973 1.139 -4.731
C -1.748 2.284 -4.142
C -1.242 0.787 -6.044
C -0.534 -0.223 -6.703
C -0.895 -0.610 -8.095
C 0.533 -0.825 -6.034
C 0.853 -0.530 -4.716
C 2.051 -1.240 -4.154
C 0.919 3.867 -0.464
C -0.284 3.447 0.348
C 1.082 5.227 -0.730
H 1.582 7.745 -1.239
H 3.336 7.512 -1.281
H 2.405 7.410 -2.774
H 3.922 5.092 -2.579
H 4.104 1.529 -1.865
H 3.822 2.355 -3.414
H 4.973 3.007 -2.254
H 0.743 1.331 -0.050
H 2.639 1.404 1.332
H 2.735 -0.146 0.490
H 3.786 1.198 0.012
H 2.402 0.637 -2.482
H 1.449 -0.499 -1.508
H -0.512 1.357 -2.128
H -2.476 2.644 -4.880
H -2.316 2.012 -3.242
H -1.082 3.126 -3.892
H -2.033 1.312 -6.584
H -0.221 -1.384 -8.465
H -1.921 -0.992 -8.167
H -0.832 0.242 -8.782
H 1.121 -1.572 -6.578
H 2.304 -2.090 -4.805
H 2.932 -0.575 -4.148
H 1.888 -1.642 -3.144
H -0.846 4.342 0.651
H -0.977 2.804 -0.223
H 0.001 2.907 1.266
H 0.353 5.938 -0.334


Density functional theory data (ωB97M-V with the def2-TZVPD basis set) for a cluster of 2 separate species, C7H12 in total.

Values from the calculation:
Orbital gap (Eh): 0.375
SMILES: CC1=CC1.C=CC

CARTESIAN COORDINATES (ANGSTROEM)
C 0.930 -1.130 1.221
C 0.128 -1.676 0.105
C -0.012 -2.092 -1.113
C -1.229 -2.218 -0.244
H 0.970 -1.858 2.039
H 1.952 -0.898 0.906
H 0.465 -0.217 1.610
H 0.401 -2.290 -2.090
H -2.076 -1.536 -0.378
H -1.531 -3.201 0.135
C -1.279 1.642 0.231
C -0.128 2.300 0.117
C 1.007 1.888 -0.774
H -2.074 1.987 0.887
H -1.468 0.730 -0.334
H 0.020 3.210 0.700
H 1.163 2.623 -1.573
H 0.814 0.912 -1.233
H 1.947 1.824 -0.212


Density functional theory data (ωB97M-V with the def2-TZVPD basis set) for an isolated molecule of C12H16N2O3 at a distorted geometry.

Values from the calculation:
Orbital gap (Eh): 0.355
SMILES: C[C@H](N)C(=O)N[C@@H](Cc1ccccc1)C(=O)O

CARTESIAN COORDINATES (ANGSTROEM)
C -3.778 -1.691 -0.097
C -3.719 -0.214 0.282
N -4.744 0.516 -0.458
C -2.311 0.290 -0.010
O -2.034 0.772 -1.116
N -1.407 0.175 0.994
C 0.038 0.418 0.860
C 0.668 -0.463 -0.231
C 2.177 -0.359 -0.250
C 2.806 0.680 -0.930
C 4.191 0.796 -0.927
C 4.971 -0.135 -0.237
C 4.348 -1.199 0.433
C 2.963 -1.297 0.414
C 0.366 1.906 0.680
O 1.062 2.499 1.469
O -0.101 2.496 -0.428
H -3.052 -2.287 0.472
H -4.760 -2.104 0.069
H -3.561 -1.803 -1.170
H -3.921 -0.092 1.345
H -4.459 0.573 -1.400
H -4.752 1.453 -0.160
H -1.731 -0.173 1.899
H 0.468 0.138 1.831
H 0.360 -1.515 -0.033
H 0.252 -0.192 -1.237
H 2.210 1.431 -1.464
H 4.690 1.599 -1.431
H 6.074 -0.036 -0.241
H 4.936 -1.961 0.973
H 2.499 -2.129 0.968
H -0.749 1.906 -0.868